Molecular formula: C18H62N4O13
Method: DFT, ωB97M-V/def2-TZVPD

Positions of all 97 atoms, in Å:
C 3.2059 -2.6525 0.0029
C 2.8099 -2.2815 -1.4481
O 3.0379 -0.9105 -1.4831
H 2.5709 -2.2625 0.7749
H 4.2929 -2.4895 0.1809
H 2.9869 -3.6805 0.1489
H 1.7389 -2.5245 -1.4871
H 3.3539 -2.8635 -2.2141
H 2.7149 -0.6155 -2.3401
C 1.7749 2.9015 -3.5041
C 1.5099 2.7035 -2.1121
O 1.1799 1.3725 -1.9981
H 1.0089 2.4895 -4.1931
H 2.6949 2.5125 -3.7501
H 1.7589 3.9195 -3.8631
H 0.6759 3.3335 -1.9221
H 2.4919 2.9255 -1.6801
H 1.0749 1.2275 -1.0951
C 3.3329 -0.3715 2.7289
C 4.2849 0.0965 1.6239
O 3.7269 0.7925 0.6099
H 3.7949 -1.2155 3.2689
H 2.3089 -0.7545 2.4539
H 3.1779 0.4655 3.3769
H 4.7769 -0.8285 1.2429
H 5.1239 0.6195 2.0389
H 3.4069 0.0225 0.0449
C -5.8141 -0.7285 -0.7251
C -4.8661 0.3205 -0.2661
O -5.1641 1.5875 -0.8201
H -5.8091 -0.8845 -1.8161
H -6.8381 -0.3945 -0.4771
H -5.5991 -1.5805 -0.1351
H -3.7491 0.0705 -0.3551
H -4.9841 0.5465 0.7559
H -5.2311 2.3065 -0.1231
C -0.6211 -0.6015 -0.2721
C 0.2789 -0.1115 0.8089
O 0.6399 1.2495 0.5579
H -1.2061 -1.4665 0.0269
H -0.0261 -0.8495 -1.0721
H -1.3851 0.1825 -0.4021
H 1.1329 -0.7135 0.7699
H -0.0851 -0.1825 1.8309
H 0.8549 1.6865 1.3829
C -3.1551 -1.0655 2.4579
O -2.6181 0.2255 2.1389
N -4.3511 -1.0865 2.8729
N -2.5471 -2.2015 2.6169
H -4.9791 -0.2435 3.0049
H -4.9901 -1.8745 2.8949
H -1.5521 -2.2585 2.6609
H -3.0431 -3.0145 2.6879
C 4.0239 3.9675 1.6749
O 2.9659 3.4495 2.4449
N 4.4999 5.1355 1.7409
N 4.5839 3.3455 0.6699
H 3.9159 5.7715 2.2899
H 5.1129 5.5435 1.0019
H 4.3209 2.3565 0.6799
H 5.6239 3.4075 0.5189
C 0.3049 1.7405 4.2079
O 0.4799 2.6435 3.0669
H -0.4131 0.9905 4.0639
H -0.0481 2.4215 5.0189
H 1.2419 1.3025 4.5079
H 1.4179 2.9465 2.9979
C -3.2051 -2.6755 -1.2551
O -3.6251 -4.0215 -1.2621
H -3.6821 -1.9085 -1.9351
H -2.1371 -2.6255 -1.4971
H -3.3121 -2.2865 -0.2511
H -2.9491 -4.5955 -1.5621
C -1.5071 0.8865 -3.5781
O -1.0661 0.2545 -4.7971
H -1.4021 0.0855 -2.8461
H -2.5761 1.2195 -3.6291
H -0.9181 1.7895 -3.3701
H -0.5281 -0.4545 -4.5641
C 0.0919 -3.6615 1.4449
O 0.4309 -2.6585 2.3939
H 0.9269 -4.1175 0.8619
H -0.8051 -3.3865 0.8989
H -0.2611 -4.4945 2.0459
H 1.3389 -2.7765 2.6179
C -2.0821 2.9965 0.8579
O -2.6231 4.3075 0.9569
H -1.2911 3.0325 0.0759
H -2.8051 2.3185 0.5039
H -1.7171 2.4795 1.7169
H -2.7531 4.6115 0.1079
C 0.3759 -3.5315 -4.4561
O -0.0441 -2.2975 -3.8271
H 0.3469 -4.4315 -3.8341
H 1.4649 -3.5725 -4.6731
H -0.2661 -3.7685 -5.3461
H -0.5641 -2.5865 -3.0911

Results
energy relative to the best compared isomer or geometry (same formula, charge and spin) = 85.3 kcal per mole
DFT total energy = -52241.5427 eV
HOMO = -8.9 eV
2S+1 = 1
gap between HOMO and LUMO = 0.32530 hartree

Mulliken population analysis, charges in e, atoms 1 to 2: -1.504 0.373

=====

Molecular formula: C18H62O13
Method: DFT, ωB97M-V/def2-TZVPD

Positions of all 93 atoms, in Å:
C -3.4012 -0.6471 3.9556
C -3.9905 0.3276 2.9220
O -3.7304 1.6599 3.4212
H -4.0640 -0.7480 4.8545
H -2.3887 -0.2693 4.2256
H -3.3588 -1.6570 3.5375
H -5.0429 0.1351 2.8349
H -3.5261 0.1219 1.9424
H -2.8020 1.7898 3.4413
C 3.1098 -3.7803 -0.7854
C 1.7642 -3.0803 -0.6900
O 0.9850 -3.9965 -0.0632
H 3.4779 -4.0507 0.1970
H 3.8471 -3.2030 -1.2819
H 3.0380 -4.7157 -1.3190
H 1.4397 -2.7202 -1.6580
H 1.8157 -2.1855 -0.1103
H 1.0332 -4.8448 -0.4683
C 1.2444 3.8626 1.0090
C 1.1045 5.0070 0.0594
O 0.6689 6.0404 0.9477
H 0.2506 3.5155 1.3966
H 1.9566 4.0442 1.8382
H 1.7161 2.9956 0.5623
H 0.4042 4.7901 -0.7788
H 2.0423 5.3126 -0.3717
H 0.8602 6.8958 0.4976
C -0.7009 -0.5582 -0.3111
C 0.4407 0.4444 -0.0841
O 1.3399 0.5121 -1.0971
H -0.4695 -1.6335 -0.1613
H -1.0768 -0.5246 -1.3761
H -1.4608 -0.4169 0.3970
H 0.9463 0.2364 0.8740
H -0.0552 1.4082 -0.1236
H 2.2609 0.3456 -0.7691
C 3.4620 1.4165 1.7764
C 3.9574 0.0234 1.3778
O 3.6509 -0.2802 0.0521
H 3.9673 1.8474 2.6291
H 2.4458 1.3395 2.0325
H 3.5711 2.1400 0.9699
H 3.8280 -0.8370 2.0682
H 5.0434 0.1016 1.2990
H 4.5131 -0.5025 -0.4397
C -0.2471 -1.7683 2.8411
O 0.9491 -0.9984 3.1116
H -0.6709 -2.3614 3.6735
H -0.1088 -2.5047 2.1034
H -1.0220 -1.1479 2.4620
H 1.7151 -1.6113 3.0765
C 3.0936 -0.5231 -3.4428
O 3.6226 -1.6076 -4.0411
H 2.3627 -0.0424 -4.1221
H 3.8335 0.1352 -3.0951
H 2.4531 -0.9335 -2.6316
H 2.9923 -2.3139 -4.0100
C -2.4561 2.4373 0.6090
O -3.4885 3.1841 1.2391
H -1.5404 2.9427 0.4437
H -2.7554 2.0906 -0.3700
H -2.1065 1.5951 1.1830
H -3.7298 2.7335 2.0912
C -5.0855 -0.2516 -0.1549
O -4.0655 -1.1343 -0.4380
H -5.5640 -0.4120 0.8106
H -5.8176 -0.1983 -0.9125
H -4.6736 0.7867 -0.1120
H -3.9444 -1.1576 -1.3544
C 4.4477 2.9302 -1.8857
O 3.7452 4.1000 -1.9441
H 3.7726 2.0997 -1.6060
H 5.2400 2.9141 -1.1059
H 4.9092 2.6313 -2.8124
H 3.3511 4.2797 -2.8179
C -3.0214 -3.6558 1.3492
O -4.3056 -3.4005 0.8987
H -2.5201 -4.3579 0.7406
H -3.1431 -4.0436 2.3676
H -2.3879 -2.7478 1.3868
H -4.2972 -2.6093 0.3127
C -0.5483 1.5349 -3.3854
O 0.7152 2.1369 -3.2643
H -1.1680 1.9068 -4.2207
H -1.0840 1.6463 -2.4650
H -0.4109 0.5032 -3.4983
H 1.0268 1.8609 -2.4082
C -1.6680 -3.3117 -2.4094
O -2.9714 -3.1295 -1.9862
H -1.6355 -4.0764 -3.1306
H -1.1359 -3.4786 -1.5240
H -1.2680 -2.4181 -2.9391
H -3.5060 -3.9151 -1.8423

Results
energy relative to the best compared isomer or geometry (same formula, charge and spin) = 184.1 kcal per mole
DFT total energy = -46281.9027 eV
HOMO = -9.7 eV
2S+1 = 1
gap between HOMO and LUMO = 0.36324 hartree

Mulliken population analysis, charges in e, atoms 1 to 2: -0.964 0.956

=====

Molecular formula: C18H62O22
Method: DFT, ωB97M-V/def2-TZVPD

Positions of all 102 atoms, in Å:
O -1.6012 0.3263 4.7226
H -1.8497 -0.3372 5.3662
H -0.6912 0.1226 4.5070
O -4.1317 -3.1995 0.7578
H -3.2229 -3.4938 0.6968
H -4.2173 -2.5407 0.0687
O -3.8371 -0.8160 -0.8562
H -4.7118 -0.6513 -1.2081
H -3.4995 0.0522 -0.6362
O 1.7514 -4.0898 -0.6503
H 1.3365 -3.2272 -0.6487
H 2.4973 -3.9962 -1.2428
C 0.1895 0.2612 0.7948
C -0.4413 -1.1482 0.6839
O 0.1418 -1.9308 -0.3478
O -0.2730 1.0624 -0.3404
H 1.2675 0.1238 0.8795
H -0.0828 0.7761 1.7161
H -1.5178 -1.0733 0.5306
H -0.2284 -1.5924 1.6563
H -0.5018 -2.1098 -1.0374
H 0.0302 0.6202 -1.1367
C 1.2123 4.8463 -0.4134
C 1.6781 5.9057 0.5662
O 2.7329 5.4878 1.4047
O 0.4310 3.8830 0.3592
H 1.9676 4.2040 -0.8664
H 0.5937 5.1879 -1.2433
H 0.7055 6.2610 0.9068
H 2.2225 6.6554 -0.0080
H 2.7898 4.5368 1.5227
H -0.0413 3.3172 -0.2560
C 2.3407 -0.5672 4.6372
C 1.7084 -1.9636 4.3136
O 0.4949 -2.0978 5.0070
O 1.8228 0.3830 3.7756
H 3.4294 -0.5318 4.5970
H 2.0024 -0.2897 5.6356
H 2.3619 -2.7801 4.6206
H 1.6546 -2.0600 3.2292
H 0.1645 -2.9991 4.9933
H 2.3428 1.1896 3.7552
C 4.0144 2.3880 -4.3090
C 2.8896 3.2840 -3.7396
O 2.1889 2.6461 -2.6308
O 3.5823 1.6196 -5.4828
H 4.5186 1.8161 -3.5300
H 4.8063 3.0221 -4.7076
H 2.1915 3.4799 -4.5535
H 3.3200 4.1895 -3.3120
H 1.6720 1.8761 -2.8789
H 4.2962 1.0253 -5.7251
C -2.0834 3.5104 3.4274
C -0.5723 3.3275 3.6028
O 0.1356 4.4875 3.0711
O -2.6216 2.2839 2.9961
H -2.2723 4.3381 2.7438
H -2.4882 3.9078 4.3582
H -0.2091 2.4502 3.0676
H -0.2963 3.2142 4.6512
H 0.4668 4.1975 2.2180
H -2.3114 1.5232 3.4927
C -2.7001 3.4033 -1.6076
C -3.1074 3.0522 -0.1207
O -2.9431 1.7040 0.1821
O -1.2745 3.2202 -1.7378
H -2.9954 4.4070 -1.9137
H -3.1928 2.7867 -2.3593
H -4.0908 3.3976 0.1983
H -2.4161 3.7145 0.4003
H -2.8885 1.6833 1.1403
H -1.2838 2.4108 -1.2216
C -1.8822 -6.4065 1.7627
C -1.5980 -4.9218 2.1501
O -1.6000 -4.1097 1.0109
O -0.9529 -6.8436 0.7865
H -2.8623 -6.3921 1.2859
H -1.9329 -7.0241 2.6594
H -0.6000 -4.7861 2.5668
H -2.2272 -4.5744 2.9696
H -0.9533 -4.5166 0.4297
H -0.0833 -7.0075 1.1588
C -0.9675 -3.8235 -3.9084
C -1.9174 -3.3747 -2.7737
O -1.7115 -2.1114 -2.2583
O -1.3188 -3.4169 -5.2080
H -0.7786 -4.8970 -3.9115
H 0.0511 -3.4786 -3.7307
H -1.8281 -4.0461 -1.9197
H -2.9557 -3.5902 -3.0261
H -2.4903 -1.7123 -1.8635
H -0.7366 -3.8224 -5.8546
C 2.1826 -0.9907 -3.3940
C 3.0385 -0.8390 -2.1516
O 4.3984 -1.0789 -2.3455
O 1.0547 -0.0984 -3.2439
H 1.8704 -2.0140 -3.6028
H 2.7454 -0.7559 -4.2975
H 2.6586 -1.3919 -1.2925
H 3.0182 0.1569 -1.7091
H 4.5892 -1.8430 -2.8944
H 0.4337 -0.3632 -3.9265

Results
energy relative to the best compared isomer or geometry (same formula, charge and spin) = 0.0 kcal per mole
DFT total energy = -64711.4888 eV
HOMO = -9.2 eV
2S+1 = 1
gap between HOMO and LUMO = 0.34586 hartree

Mulliken population analysis, charges in e, atoms 1 to 2: -0.661 0.271

=====

Molecular formula: C18H64O14
Method: DFT, ωB97M-V/def2-TZVPD

Positions of all 96 atoms, in Å:
O -1.7252 -4.9406 -3.3566
H -1.4830 -4.0584 -3.0751
H -1.0934 -5.1555 -4.0428
O 1.0671 -3.3278 2.3561
H 0.7886 -4.0420 1.7828
H 1.9823 -3.1745 2.1213
O -0.9079 -0.5210 -4.4099
H -0.1176 -0.7087 -3.9036
H -0.8346 0.4067 -4.6341
O -4.1027 0.0126 -0.1366
H -4.1023 -0.8375 -0.5764
H -4.1803 -0.1986 0.7938
O 1.3862 -4.1158 -3.2884
H 1.6261 -3.3411 -3.7970
H 2.1601 -4.6778 -3.3279
O -4.1897 -2.5215 -0.9552
H -4.8640 -3.2006 -0.9751
H -3.3763 -2.9960 -0.7838
O 3.8915 2.3288 -1.1428
H 3.0199 2.4237 -1.5268
H 4.0149 3.1261 -0.6277
O -3.1389 -2.0988 -3.4313
H -3.2254 -2.1056 -2.4780
H -2.3147 -1.6403 -3.5942
C 5.1444 -4.6330 -0.0781
C 3.8070 -3.9957 -0.3206
C 2.6171 -4.8650 -0.2229
O 3.7564 -3.0813 0.7394
H 5.3621 -5.4114 -0.8094
H 5.2169 -4.9781 0.9533
H 5.9125 -3.8655 -0.1739
H 3.7880 -3.5700 -1.3238
H 1.7728 -4.3537 -0.6854
H 2.3335 -5.1030 0.8024
H 2.6837 -5.8401 -0.7055
H 4.4831 -2.4593 0.6583
C 3.0494 0.7927 2.6380
C 3.9356 2.0114 2.6035
C 4.1442 2.7997 3.8599
O 5.1577 1.5426 2.0261
H 2.0862 1.2559 2.8521
H 3.3177 0.1244 3.4562
H 3.0325 0.3116 1.6600
H 3.5819 2.6744 1.8140
H 4.5825 3.7609 3.5914
H 4.7972 2.2267 4.5182
H 3.1693 2.9816 4.3121
H 5.7457 2.3006 2.0618
C -5.0951 3.4615 -3.4850
C -4.9972 2.0467 -2.9180
C -3.5937 1.4884 -3.1814
O -5.3052 2.2378 -1.5589
H -4.4843 4.2158 -2.9890
H -6.1161 3.7493 -3.2344
H -5.0328 3.5456 -4.5700
H -5.7756 1.5830 -3.5239
H -2.7995 2.0894 -2.7384
H -3.4246 1.3126 -4.2437
H -3.5908 0.4943 -2.7343
H -4.7553 1.5464 -1.1830
C 1.4810 -0.9536 -0.6152
C 0.0659 -1.4330 -0.8248
C -0.9603 -0.3151 -0.7356
O -0.0150 -1.9858 -2.1165
H 2.2013 -1.6644 -1.0203
H 1.7760 -0.8363 0.4275
H 1.7275 -0.0985 -1.2446
H -0.1604 -2.3215 -0.2354
H -0.5439 0.5445 -1.2608
H -1.0633 0.0727 0.2778
H -1.9478 -0.5289 -1.1447
H 0.5517 -2.7357 -2.3119
C -0.5607 0.9947 6.0589
C -1.5027 0.5752 4.9123
C -0.9589 0.6257 3.4513
O -1.9739 -0.7232 5.1643
H -0.3109 0.1698 6.7262
H -1.1850 1.7259 6.5724
H 0.4339 1.3795 5.8336
H -2.4346 1.1402 4.9341
H -1.7343 0.9093 2.7396
H -0.4839 -0.3498 3.3475
H -0.3110 1.4898 3.3045
H -1.2737 -1.2995 4.8492
C -1.5432 4.9618 -1.1850
C -0.8731 4.6981 0.1559
C -0.4548 3.2173 0.3819
O 0.3791 5.2765 0.1732
H -0.8153 4.8079 -1.9816
H -1.9372 5.9737 -1.2799
H -2.4057 4.3293 -1.3949
H -1.4984 4.9829 1.0021
H 0.1974 2.8980 -0.4309
H -1.3529 2.6009 0.3411
H 0.1467 3.0858 1.2813
H 0.5528 5.7518 0.9890

Results
energy relative to the best compared isomer or geometry (same formula, charge and spin) = 67.1 kcal per mole
DFT total energy = -48357.7516 eV
HOMO (alpha / beta) = -11.7 / -11.7 eV
2S+1 = 2
gap between HOMO and LUMO (alpha / beta) = 0.34257 / 0.09477 hartree
net charge = +1
<S²> = 0.755

Mulliken population analysis, charges in e, atoms 1 to 2: -0.659 0.320

=====

Molecular formula: C18H8Br2CaI2N2O2
Method: DFT, ωB97M-V/def2-TZVPD

Positions of all 35 atoms, in Å:
Ca 0.7641 -0.3548 -0.7085
Br -1.3350 4.0851 0.0330
C -1.8451 2.7962 -1.2525
C -2.9615 3.0233 -2.0552
C -3.3385 2.0932 -2.9857
Br -4.8621 2.4464 -4.0657
C -2.6121 0.8965 -3.1473
C -2.9396 -0.1133 -4.0767
C -2.1787 -1.2463 -4.1572
C -1.0718 -1.3791 -3.3095
N -0.7243 -0.4595 -2.4358
C -1.4700 0.6752 -2.3259
C -1.0506 1.6497 -1.3438
O 0.0020 1.4735 -0.6158
H -3.5220 3.9396 -1.9345
H -3.7984 0.0222 -4.7193
H -2.4185 -2.0331 -4.8580
H -0.4573 -2.2721 -3.3485
I -1.9932 -2.7098 2.8425
C -0.0640 -1.9127 3.0231
C 0.5938 -1.9243 4.2518
C 1.8541 -1.3986 4.3677
I 2.7869 -1.4626 6.2551
C 2.5040 -0.8368 3.2496
C 3.7946 -0.2665 3.2756
C 4.3419 0.2626 2.1402
C 3.6026 0.2208 0.9519
N 2.4015 -0.3089 0.8764
C 1.8271 -0.8331 1.9949
C 0.5005 -1.3927 1.8558
O -0.1087 -1.4228 0.7161
H 0.0974 -2.3539 5.1109
H 4.3442 -0.2522 4.2071
H 5.3264 0.7082 2.1494
H 4.0105 0.6408 0.0387

Results
DFT total energy = -200599.1535 eV
HOMO = -7.7 eV
2S+1 = 1
gap between HOMO and LUMO = 0.26830 hartree

natural (NBO) population analysis, charges in e, atoms 1 to 2: 1.789 0.071

=====

Molecular formula: C18H9F7NRhS
Method: DFT, ωB97M-V/def2-TZVPD

Positions of all 37 atoms, in Å:
Rh 0.0688 -0.1402 0.0942
C 4.4814 0.1020 -0.5785
C 4.9721 0.0031 0.7151
C 4.0944 -0.0009 1.7819
C 2.7238 0.0775 1.5487
N 2.2680 0.1744 0.2882
C 3.1150 0.1920 -0.7430
C 1.6894 0.0460 2.6091
C 2.0134 -0.0420 3.9632
C 1.0109 -0.0862 4.9176
C -0.3226 -0.0457 4.5299
C -0.6483 0.0407 3.1808
C 0.3483 0.0875 2.2143
H 5.1374 0.1108 -1.4375
H 6.0376 -0.0716 0.8921
H 4.4690 -0.0653 2.7933
H 2.6697 0.2905 -1.7248
H 3.0463 -0.0780 4.2884
H 1.2699 -0.1517 5.9669
H -1.1060 -0.0810 5.2775
H -1.6929 0.0782 2.8893
F -6.2183 2.9617 0.1321
C -4.9169 2.7358 -0.0371
C -4.4353 1.4428 -0.0868
F -5.2756 0.4154 0.0441
C -3.0846 1.2248 -0.2646
F -2.6700 -0.0527 -0.2746
C -2.1648 2.2599 -0.3981
S -0.4420 2.0311 -0.6414
C -2.6864 3.5481 -0.3317
F -1.8747 4.6011 -0.4459
C -4.0362 3.7905 -0.1576
F -4.4951 5.0416 -0.1034
F 0.8454 -2.5242 -0.7887
C -0.4185 -2.2047 -0.3144
F -1.3128 -2.5252 -1.2689
H -0.6075 -2.8188 0.5670

Results
energy relative to the best compared isomer or geometry (same formula, charge and spin) = 0.3 kcal per mole
DFT total energy = -53163.3573 eV
HOMO (alpha / beta) = -7.3 / -8.4 eV
2S+1 = 5
gap between HOMO and LUMO (alpha / beta) = 0.26284 / 0.23838 hartree
<S²> = 6.011

natural (NBO) population analysis, charges in e, atoms 1 to 2: 0.950 -0.263